Formula: CH3Cl2OP
Source: the Open Molecules 2025 dataset
Level of theory: ωB97M-V/def2-TZVPD

Properties
SMILES: O/C=P\Cl.Cl
Energy relative to the best compared isomer or geometry (same formula, charge and spin) in kcal/mol: 67.0
Kohn-Sham gap in Eh: 0.3402
HOMO in Eh: -0.3223

Cartesian coordinates (Å):
C 0.9814 1.2926 1.0157
O 1.1508 0.0501 1.5046
P 0.1208 1.6177 -0.3956
Cl -0.7643 -0.1813 -0.7037
Cl -2.2892 -2.6915 -2.1793
H -3.3544 -2.0425 -2.6098
H 1.5321 1.9254 1.5793
H 0.5484 -0.6423 1.2785

Löwdin atomic charge list, values in e, 2 entries:
1 C -0.579
2 O -0.095


Formula: FH3O3P
Source: the Open Molecules 2025 dataset
Level of theory: ωB97M-V/def2-TZVPD

Properties
Net charge: +1
Energy relative to the best compared isomer or geometry (same formula, charge and spin) in kcal/mol: 111.9
Kohn-Sham gap (alpha / beta) in Eh: 0.3564 / 0.3565
HOMO (alpha / beta) in Eh: -0.6543 / -0.6544

Cartesian coordinates (Å):
O -1.1293 0.9800 0.7293
O 0.0395 -1.4155 0.4506
O 1.3887 0.7289 0.0974
F -0.8009 -0.5217 -2.1599
P -0.0561 0.0741 -0.0163
H -1.9101 0.4096 0.8537
H 0.7157 -1.8914 -0.0606
H 1.7523 1.6360 0.1058

Löwdin atomic charge list, values in e, 2 entries:
1 O -0.008
2 O -0.021


Formula: C16H17B3Cl44N3O3P
Source: the Open Molecules 2025 dataset
Level of theory: ωB97M-V/def2-TZVPD

Properties
SMILES: CCP(C)B1OBOB(CC(N)(N)N)O1.ClC(Cl)(Cl)Cl.ClC(Cl)(Cl)Cl.ClC(Cl)(Cl)Cl.ClC(Cl)(Cl)Cl.ClC(Cl)(Cl)Cl.ClC(Cl)(Cl)Cl.ClC(Cl)(Cl)Cl.ClC(Cl)(Cl)Cl.ClC(Cl)(Cl)Cl.ClC(Cl)(Cl)Cl.ClC(Cl)(Cl)Cl
Kohn-Sham gap in Eh: 0.3163
HOMO in Eh: -0.3163

Cartesian coordinates (Å):
C -0.2568 1.7111 -0.6916
C 0.7094 0.5473 -1.0141
P 0.1736 -0.9978 -0.1440
C 1.5411 -2.1645 -0.5948
B -1.1962 -1.5547 -1.4007
O -1.2979 -0.9668 -2.6604
B -2.2545 -1.4260 -3.5590
O -3.0274 -2.5198 -3.2206
B -3.2525 -2.7023 -1.8521
C -4.6910 -3.0173 -1.2986
C -5.1589 -1.8552 -0.3860
N -4.8836 -0.6124 -1.1263
N -4.4331 -1.7698 0.8730
N -6.5788 -2.0712 -0.0665
O -2.1607 -2.4737 -1.0069
H -1.0322 1.4064 0.0258
H 0.2682 2.5613 -0.2436
H -0.7557 2.0699 -1.5984
H 0.7340 0.3755 -2.0965
H 1.7376 0.7628 -0.6943
H 1.3188 -3.1653 -0.2117
H 1.7265 -2.2216 -1.6747
H 2.4698 -1.8233 -0.1178
H -2.3897 -0.8819 -4.6068
H -4.8058 -3.9720 -0.7695
H -5.3643 -3.0479 -2.1680
H -4.6194 0.1267 -0.4877
H -5.6867 -0.2939 -1.6488
H -3.5628 -1.2693 0.7670
H -4.2044 -2.6917 1.2176
H -7.1635 -1.3890 -0.5336
H -6.6873 -1.8972 0.9261
C 3.7221 4.5290 -0.1553
Cl 2.2161 4.8762 0.6912
Cl 3.9239 5.6385 -1.5100
Cl 5.0924 4.7204 0.9579
Cl 3.6687 2.8636 -0.7353
C 6.5481 -0.0798 0.1052
Cl 4.9285 -0.8044 0.0163
Cl 7.5854 -1.0701 1.1301
Cl 7.2258 0.0027 -1.5233
Cl 6.4065 1.5475 0.7646
C -9.2688 -5.4361 0.6949
Cl -9.6498 -6.5518 2.0085
Cl -10.5385 -5.5374 -0.5373
Cl -9.1888 -3.7892 1.3176
Cl -7.7184 -5.8728 -0.0274
C 2.1562 3.8449 4.4599
Cl 0.7326 4.0328 3.4323
Cl 3.5449 3.4228 3.4526
Cl 2.4875 5.3542 5.3133
Cl 1.8656 2.5533 5.6329
C 9.4427 -3.6719 -1.9014
Cl 7.7608 -4.0080 -1.4724
Cl 10.3517 -3.2505 -0.4454
Cl 10.1596 -5.1015 -2.6504
Cl 9.4953 -2.3259 -3.0406
C -3.1501 2.9038 3.1527
Cl -2.9268 3.5382 4.7857
Cl -2.3302 1.3482 3.0067
Cl -4.8734 2.7032 2.8244
Cl -2.4584 4.0393 1.9846
C 10.0031 -4.3219 -6.7319
Cl 9.8252 -4.1714 -8.4847
Cl 10.6379 -5.9251 -6.3447
Cl 11.1276 -3.0889 -6.1513
Cl 8.4279 -4.1095 -5.9644
C 6.3301 5.7064 6.0454
Cl 6.3228 5.8756 4.2846
Cl 7.9794 5.8912 6.6501
Cl 5.3041 6.9619 6.7505
Cl 5.7193 4.1114 6.4900
C 0.6316 3.2780 -4.7600
Cl 1.9511 3.0383 -3.6136
Cl 1.2433 4.0608 -6.2202
Cl -0.0740 1.7113 -5.1749
Cl -0.6067 4.2992 -4.0170
C -13.8741 -8.2960 2.8496
Cl -13.2985 -9.9650 2.9341
Cl -13.0221 -7.4448 1.5608
Cl -15.6104 -8.2886 2.5243
Cl -13.5609 -7.4884 4.3912
C 2.4252 8.9995 2.6617
Cl 1.4202 8.5429 4.0403
Cl 3.3471 10.4552 3.0465
Cl 3.5319 7.6710 2.3054
Cl 1.3922 9.3013 1.2588

Löwdin atomic charge list, values in e, 2 entries:
1 C -0.156
2 C -0.460


Formula: C5H6O2
Source: the Open Molecules 2025 dataset
Level of theory: ωB97M-V/def2-TZVPD

Properties
SMILES: C=C=C(C=O)CO
Energy relative to the best compared isomer or geometry (same formula, charge and spin) in kcal/mol: 48.1
Kohn-Sham gap in Eh: 0.3730
HOMO in Eh: -0.3661

Cartesian coordinates (Å):
O -2.3563 -0.3160 -0.0987
C -1.1552 -0.8523 0.3920
C 0.0184 0.0956 0.2022
C -0.1501 1.5329 0.4994
O -1.1856 2.0162 0.9144
C 1.1764 -0.2802 -0.2890
C 2.2459 -0.5899 -0.9605
H -2.4781 0.5333 0.3542
H -1.2285 -1.1194 1.4572
H -0.9608 -1.7712 -0.1691
H 2.1682 -0.4434 -2.0328
H 0.7311 2.1680 0.2809
H 3.1744 -0.9737 -0.5503

Löwdin atomic charge list, values in e, 2 entries:
1 O -0.052
2 C -0.216


Formula: C21H21NPdS
Source: the Open Molecules 2025 dataset
Level of theory: ωB97M-V/def2-TZVPD

Properties
Energy relative to the best compared isomer or geometry (same formula, charge and spin) in kcal/mol: 0.0
Kohn-Sham gap (alpha / beta) in Eh: 0.2160 / 0.2273
HOMO (alpha / beta) in Eh: -0.2281 / -0.2992
<S²>: 2.01
2S+1: 3

Cartesian coordinates (Å):
C -1.3323 -2.4219 -0.3085
C 1.6469 -3.9675 -1.3764
C -1.3293 -1.8590 -1.5335
H -2.2507 -2.3597 0.2907
C 2.0580 -2.7283 -1.6766
H 2.2490 -4.8463 -1.6496
H -2.2763 -1.5212 -1.9696
H 3.0831 -2.5877 -2.0456
C -0.1190 -1.5753 -2.3628
H -0.2644 -0.6009 -2.8647
H -0.0530 -2.3109 -3.1866
C -0.2659 -3.2721 0.2973
H -0.7613 -3.8319 1.1142
H 0.5141 -2.6784 0.8000
C 0.3695 -4.3172 -0.6677
H -0.3921 -4.6629 -1.3885
H 0.6001 -5.1954 -0.0380
C 1.2294 -1.4878 -1.5876
H 1.8287 -0.7013 -2.0677
H 1.0742 -1.1331 -0.5546
Pd 0.1751 -0.6563 3.0825
H 0.1078 0.8574 3.2621
S -0.0467 3.9793 0.6404
C -1.7257 3.8318 0.1779
C -2.6006 4.8446 -0.2034
C -3.9401 4.5178 -0.4452
C -4.3801 3.1874 -0.3379
C -3.4876 2.1664 -0.0038
C -2.1502 2.4772 0.3081
N -1.1534 1.6286 0.7631
C 0.0113 2.2199 0.9585
C 1.2886 1.6158 1.3165
C 2.5202 2.3196 1.2029
C 3.7254 1.6822 1.5228
C 3.7707 0.3191 1.8398
C 2.5816 -0.4363 1.8203
C 1.3713 0.2743 1.8138
H -2.2100 5.8543 -0.2856
H -4.6380 5.3101 -0.7124
H -5.4326 2.9694 -0.5224
H -3.8083 1.1268 0.0282
H 2.5234 3.3838 0.9194
H 4.6514 2.2602 1.5418
H 4.7061 -0.1531 2.1497
H 2.5317 -1.5214 1.9391

Löwdin atomic charge list, values in e, 2 entries:
1 C -0.130
2 C -0.120


Formula: C5H4GaO4
Source: the Open Molecules 2025 dataset
Level of theory: ωB97M-V/def2-TZVPD

Properties
Net charge: +3
Energy relative to the best compared isomer or geometry (same formula, charge and spin) in kcal/mol: 0.0
Kohn-Sham gap (alpha / beta) in Eh: 0.2928 / 0.2316
HOMO (alpha / beta) in Eh: -0.8543 / -0.8504

Cartesian coordinates (Å):
C -3.4417 -2.0061 0.2274
C -4.4260 -2.3437 0.8431
H -5.4039 -2.4673 1.2762
H -2.8182 -1.5101 -0.5478
O 0.1719 -0.4652 -0.3056
C -0.6785 0.5801 -0.6948
O -0.1089 1.7054 -0.7994
O -1.8056 0.2446 -0.9720
Ga 1.6328 2.0899 -0.9466
C 2.4823 -0.7096 -0.7921
C 1.5064 -0.1749 -0.1216
O 3.4301 -1.3291 -1.2483
H 1.8095 0.5707 0.6272
H 3.8556 -0.9454 -2.0485

Löwdin atomic charge list, values in e, 2 entries:
1 C 0.342
2 C 0.386


Formula: CH2OS2
Source: the Open Molecules 2025 dataset
Level of theory: ωB97M-V/def2-TZVPD

Properties
Energy relative to the best compared isomer or geometry (same formula, charge and spin) in kcal/mol: 57.0
Kohn-Sham gap in Eh: 0.3121
HOMO in Eh: -0.3216

Cartesian coordinates (Å):
C -0.3514 0.3501 0.1196
H 0.1125 -0.9205 -1.2450
H 1.2139 -0.9644 0.5348
O -0.0787 0.3076 -1.2198
S 0.4422 -0.3401 1.3340
S -1.3384 1.5673 0.4765

Löwdin atomic charge list, values in e, 2 entries:
1 C -1.498
2 H 0.254


Formula: C8H24B2O28
Source: the Open Molecules 2025 dataset
Level of theory: ωB97M-V/def2-TZVPD

Properties
Net charge: -2
Energy relative to the best compared isomer or geometry (same formula, charge and spin) in kcal/mol: 118.9
Kohn-Sham gap in Eh: 0.3305
HOMO in Eh: -0.1848

Cartesian coordinates (Å):
O 2.3415 0.2250 -2.9728
C 1.4495 0.3500 -2.1478
O 1.2185 1.4530 -1.5838
B 0.5045 1.2040 -0.3198
O 0.2985 -0.2450 -0.2678
C 0.8085 -0.6410 -1.3498
O 0.6925 -1.8080 -1.7568
O -0.7265 1.9740 -0.0728
C -0.5095 2.7780 0.8252
O -1.4505 3.3770 1.3022
C 0.7135 2.4540 1.4982
O 1.3525 1.6540 0.7802
O 0.8945 2.4590 2.7192
O -0.8585 0.3950 -5.0318
C -1.7805 0.5220 -4.2408
O -1.6905 1.0520 -3.1118
B -2.8945 0.6610 -2.3798
O -3.7495 0.0630 -3.4278
C -3.0215 -0.1060 -4.4058
O -3.4015 -0.4470 -5.5388
O -3.4425 1.8570 -1.6528
C -3.6395 1.5030 -0.4558
O -4.3775 2.0870 0.3292
C -3.1445 0.1660 -0.2748
O -2.6395 -0.2780 -1.3198
O -3.5565 -0.6200 0.5812
O 0.3515 -4.2260 -3.2328
H 1.2595 -4.4600 -3.4248
H 0.3915 -3.6820 -2.4918
O -3.3125 2.4230 3.3692
H -2.9795 2.9500 2.6632
H -3.9805 1.7740 3.0902
O 0.0665 0.7480 5.1972
H 0.1095 1.7390 5.1412
H 0.9175 0.5870 4.8542
O 0.5045 -1.2680 2.1662
H 0.4905 -0.9620 1.2422
H -0.1245 -0.8020 2.6862
O 3.0445 -1.2840 0.1492
H 3.7235 -0.8330 0.6952
H 2.9095 -2.1530 0.6132
O 0.9175 3.3210 5.3002
H 1.5265 2.7370 5.7392
H 1.1775 3.4500 4.3822
O 3.5825 0.9290 2.4092
H 3.3225 0.1820 2.9062
H 2.8965 1.2100 1.7952
O 4.7925 -0.8790 -2.0208
H 4.1625 -0.4880 -2.5838
H 4.1545 -1.0490 -1.2998
O 1.8175 -4.1460 -0.6738
H 1.1335 -3.7320 -0.0988
H 2.4025 -4.5500 -0.0328
O -1.4575 0.5900 2.9702
H -0.8245 0.7230 3.6492
H -2.1505 1.2510 3.0502
O 1.1365 -1.5610 -4.8328
H 1.6515 -0.9910 -4.2838
H 0.3985 -0.9620 -5.1198
O -0.9855 -3.2730 0.0662
H -1.5715 -2.8850 0.7282
H -0.8425 -2.5150 -0.4908

Löwdin atomic charge list, values in e, 2 entries:
1 O 0.130
2 C -0.413


Formula: C8H30O8
Source: the Open Molecules 2025 dataset
Level of theory: ωB97M-V/def2-TZVPD

Properties
Net charge: -1
Energy relative to the best compared isomer or geometry (same formula, charge and spin) in kcal/mol: 86.2
Kohn-Sham gap (alpha / beta) in Eh: 0.0743 / 0.3645
HOMO (alpha / beta) in Eh: 0.0247 / -0.2678
<S²>: 0.75
2S+1: 2

Cartesian coordinates (Å):
C -1.3515 -0.0847 -4.6858
O -1.8677 -0.6035 -3.5330
H -0.2755 0.0322 -4.5569
H -1.6666 -0.7270 -5.5082
H -1.7816 0.9005 -4.8658
H -2.2892 -1.4656 -3.5600
C -3.9083 -1.2173 -0.5780
O -4.0168 -0.5434 0.6469
H -2.8639 -1.4902 -0.7294
H -4.3985 -2.1768 -0.4131
H -4.2160 -0.6047 -1.4254
H -3.7503 -1.1523 1.3395
C 2.3200 2.5078 4.3733
O 1.6330 2.0275 3.2610
H 2.6248 3.5485 4.4833
H 1.6001 2.3876 5.1828
H 3.1618 1.8679 4.6380
H 2.2661 1.6554 2.6427
C 1.8011 -3.7858 -1.6938
O 0.4135 -4.1240 -1.7803
H 1.9238 -2.7094 -1.8143
H 2.4472 -4.0856 -0.8688
H 2.2141 -4.0432 -2.6692
H 0.2941 -4.9761 -2.2061
C -3.1019 2.6486 1.6337
O -2.3471 3.7623 2.0502
H -2.8301 1.7844 2.2397
H -4.1435 2.7374 1.9423
H -3.0485 2.3739 0.5802
H -1.6862 3.8430 1.3585
C 4.0638 -0.5493 2.2511
O 3.5799 0.6290 1.6834
H 3.4327 -0.6937 3.1280
H 3.9544 -1.3196 1.4877
H 5.1343 -0.4690 2.4402
H 3.4679 0.5196 0.7362
C 0.9836 0.2238 0.1432
C -0.3912 0.4205 -0.6925
O -0.4035 1.2597 -1.7971
O 1.9501 -0.0092 -0.9658
H 1.0538 -0.5132 0.9432
H 1.2078 1.2065 0.5582
H -1.2292 0.6710 -0.0420
H -0.6136 -0.5702 -1.0890
H -0.8489 0.7423 -2.4720
H 1.5017 0.1644 -1.7967

Löwdin atomic charge list, values in e, 2 entries:
1 C -0.316
2 O -0.247


Formula: C21H30BBrCl2IN5O5
Source: the Open Molecules 2025 dataset
Level of theory: ωB97M-V/def2-TZVPD

Properties
Kohn-Sham gap in Eh: 0.2033
HOMO in Eh: -0.2933

Cartesian coordinates (Å):
C 5.1293 0.7474 0.7976
C 3.9979 1.4626 0.2999
N 2.6228 2.1574 0.4022
C 2.6431 3.6039 -0.1204
C 3.3985 4.5458 1.0305
N 3.2960 5.9384 1.0607
C 1.4898 1.5249 0.8895
N 1.4507 0.0864 1.3143
C 0.6776 -0.7246 0.2527
Cl 1.8681 -0.8890 -1.1877
C 0.6586 -2.2400 0.9119
C 0.9571 -3.6387 0.0708
C 0.9481 -5.1546 0.7790
C 0.6514 -5.3433 2.3853
C 0.3862 -3.9733 3.2576
C 0.3658 -2.4610 2.5432
C -0.7882 -0.0917 -0.1397
B -0.8063 0.6621 -1.6427
O 0.2038 1.7168 -2.0349
C -1.8744 0.4571 -2.8576
C -1.0377 -0.3229 -4.0799
C -2.0358 -1.2006 -0.0513
Br -3.8742 -0.3142 0.0285
C -1.9499 -2.3961 -1.1822
C -2.3849 -3.8363 -0.4480
C -1.0132 1.1736 0.9380
C -1.4900 0.7215 2.4328
C -2.8960 1.4862 2.9255
N -3.7982 0.5095 3.7067
N 0.1317 2.1869 0.9217
I -0.0841 3.7296 2.2241
H 6.0360 0.0311 1.0317
H 1.5797 4.0188 -0.3760
H 3.3882 3.5972 -1.0506
H 4.1004 4.0675 1.8669
H 3.8980 6.2776 1.8628
H 2.3565 -0.3446 1.5473
H 1.1640 -3.6317 -1.0810
H 1.1414 -6.1003 0.0936
H 0.6669 -6.4387 2.8051
H 0.2014 -4.1288 4.4241
H 0.1478 -1.5696 3.2832
H -0.2472 2.6152 -2.0564
H -2.8083 -0.1958 -2.6584
H -2.2224 1.4825 -3.3570
H -1.7384 -1.1893 -4.4984
H -0.7394 0.3995 -4.9567
H -0.1089 -0.8669 -3.5919
H -2.0367 -1.8018 0.9811
H -2.7556 -2.2813 -2.0565
H -0.9104 -2.4643 -1.7300
H -2.3549 -4.7242 -1.2272
H -1.7622 -4.0602 0.5172
H -3.5092 -3.6846 -0.0874
H -1.9248 1.7940 0.4764
H -1.7088 -0.4160 2.5889
H -0.7070 0.9778 3.2990
H -2.6490 2.4627 3.5667
H -3.5443 1.8616 2.0140
H -4.2809 -0.1396 3.0302
H -4.5859 1.0986 4.1133
O 0.8056 1.7125 -5.3035
Cl 1.8140 2.6459 -4.8405
O 2.4882 3.2345 -5.9813
O 2.7801 1.9448 -4.0172
O 1.1826 3.6919 -4.0596

Löwdin atomic charge list, values in e, 2 entries:
1 C 0.152
2 C -0.027


Formula: C3H4Cl8
Source: the Open Molecules 2025 dataset
Level of theory: ωB97M-V/def2-TZVPD

Properties
Net charge: -1
Energy relative to the best compared isomer or geometry (same formula, charge and spin) in kcal/mol: 4.4
Kohn-Sham gap (alpha / beta) in Eh: 0.0761 / 0.3254
HOMO (alpha / beta) in Eh: 0.0133 / -0.2380
<S²>: 0.75
2S+1: 2

Cartesian coordinates (Å):
C -2.3639 2.0701 0.7625
Cl -3.6633 3.3429 1.1182
Cl -2.4011 0.9603 2.0971
Cl -0.8205 2.8761 0.4435
H -2.6214 1.5740 -0.1733
C 3.2236 -1.4526 0.6253
Cl 3.1462 -3.0100 1.5260
Cl 1.9721 -0.3541 1.2227
Cl 3.0383 -1.7027 -1.1039
H 4.1734 -0.9703 0.8559
C -0.6359 -0.7651 -1.4491
Cl -2.3577 -1.0319 -1.1288
Cl -0.3203 0.8599 -2.0185
H -0.1009 -0.9909 -0.5268
H -0.2687 -1.4058 -2.2508

Löwdin atomic charge list, values in e, 2 entries:
1 C -1.522
2 Cl 0.414


E_tot (computed, hartree): -1376.8554 -668.4156 -21674.3757 -344.5253 -1393.4112 -2417.0895 -910.8247 -2476.1886 -924.5024 -5284.0679 -3798.2071